Entry 1:
Here is a structure of composition C33H48AsCl2MnN4O2SSi3 from the OMol25 dataset. Energies are from the ωB97M-V functional and the def2-TZVPD basis.

XYZ file:
```
95
Properties=species:S:1:pos:R:3:forces:R:3
As -0.9075 -1.0778 1.3372 0.005 0.022 -0.026
Mn 0.3443 0.4316 -0.3085 0.015 -0.009 -0.003
Cl 0.0137 -3.1168 -3.6427 -0.020 0.001 0.026
Cl 3.0971 0.1583 -6.5695 0.004 -0.004 0.000
S -1.7265 1.2457 -2.8469 0.082 -0.111 -0.046
Si -0.4433 -0.7308 3.6780 -0.015 -0.021 0.005
Si -3.2416 -0.6644 0.9607 -0.010 0.015 0.019
Si -0.5710 -3.4212 0.7891 0.022 -0.002 0.027
O -1.2120 1.4571 -1.4165 -0.136 0.154 0.132
O 0.3215 -1.0236 -1.5079 0.045 0.081 0.003
N 2.5231 1.3998 1.7580 -0.074 0.025 0.041
N 1.6615 1.2466 -1.7476 -0.016 0.004 -0.026
N 0.3648 2.0923 0.9824 0.015 -0.035 -0.058
N 2.3998 0.4584 0.9591 0.032 -0.070 -0.036
C 3.5072 -1.3057 -0.2032 0.029 -0.007 0.002
C -1.4403 -1.9322 4.6937 -0.002 0.006 -0.008
C 4.5820 -2.1607 -0.3856 -0.020 0.010 0.013
C -1.8254 -3.8796 -0.5017 0.020 -0.012 0.008
C 3.0579 2.7703 -2.9320 -0.012 -0.020 0.019
C -0.8704 -4.3869 2.3538 -0.007 0.011 -0.014
C 1.3822 -1.0187 3.9440 -0.018 0.004 -0.019
C -1.9262 3.8066 -3.5956 -0.001 0.002 0.004
C -3.6201 -1.0350 -0.8323 -0.007 -0.007 0.008
C 3.0666 1.9570 -4.0350 -0.002 0.013 0.005
C 1.6667 0.4157 -2.8316 -0.014 0.008 -0.010
C -3.3418 3.2523 -3.7148 0.000 -0.007 -0.018
C -0.9712 1.0029 4.1263 -0.002 -0.006 0.010
C -3.3884 1.9946 -2.8467 -0.001 0.016 0.006
C 1.5153 3.3633 2.6534 -0.020 -0.015 -0.035
C 3.5140 -0.4113 0.8610 -0.002 0.005 0.006
C -0.6185 3.0004 0.9971 -0.019 0.025 0.023
C -4.1998 -1.7805 2.1040 -0.002 0.012 -0.010
C 5.6451 -2.1256 0.5043 0.008 -0.003 0.007
C 1.1712 -3.6963 0.2085 -0.015 -0.002 0.010
C 0.9249 -0.7836 -2.6776 -0.026 -0.059 -0.020
C 1.5689 -1.3415 -4.9535 0.018 0.032 0.013
C 0.8928 -1.6424 -3.7523 0.005 0.007 0.021
C 0.4840 4.2897 2.6771 0.020 0.004 -0.008
C -3.6114 1.1302 1.3378 0.016 -0.016 -0.019
C 2.3574 0.7381 -4.0146 -0.003 -0.013 -0.028
C 2.3351 2.3752 -1.7965 0.029 0.020 -0.008
C 4.5833 -0.3694 1.7599 -0.016 -0.018 -0.001
C 2.2840 -0.1865 -5.0891 -0.013 -0.009 0.004
C 1.4156 2.2846 1.7940 0.079 0.004 -0.029
C -0.5972 4.1057 1.8304 -0.004 -0.005 0.004
C 5.6421 -1.2352 1.5769 -0.002 0.003 -0.005
C -1.0210 2.6029 -3.8153 0.008 -0.009 0.014
H 2.3973 3.4570 3.2706 0.001 -0.005 0.005
H -2.8339 -3.9282 -0.0892 -0.014 0.013 -0.004
H -1.5732 -4.8810 -0.8635 -0.007 0.001 0.004
H -4.1369 -1.4576 3.1438 -0.010 0.003 -0.022
H -3.9874 -2.0523 -0.9619 0.004 0.001 0.004
H -1.8129 -3.2048 -1.3549 0.013 0.011 -0.026
H 2.3117 3.0011 -0.9115 -0.010 0.004 -0.005
H -4.1084 1.2470 -3.1728 0.004 -0.001 -0.008
H -0.9015 -5.4445 2.0747 0.005 -0.002 0.002
H -1.4262 2.8249 0.3041 -0.021 -0.008 0.002
H 2.6627 -1.3270 -0.8771 -0.005 -0.013 -0.001
H 1.9152 -3.2839 0.8913 -0.004 0.000 0.004
H -1.7245 4.5890 -4.3257 0.001 0.000 0.000
H 1.5152 -2.0469 -5.7712 0.000 0.002 -0.004
H 3.5988 3.7053 -2.9204 0.000 0.000 0.003
H -3.3598 1.7638 0.4863 0.027 -0.001 0.009
H 4.5861 -2.8566 -1.2136 0.000 0.001 -0.002
H -1.7571 4.2252 -2.6006 0.000 0.001 -0.002
H -2.0585 1.0709 4.1939 0.004 -0.004 0.002
H -5.2540 -1.7411 1.8148 -0.002 -0.003 -0.001
H -4.1020 3.9633 -3.3944 0.006 0.004 0.007
H -0.0584 -4.2669 3.0716 0.011 0.015 0.025
H -4.6849 1.2321 1.5186 -0.006 -0.005 -0.011
H -1.4190 4.8069 1.8060 0.001 -0.002 -0.002
H -3.0927 1.5084 2.2186 0.004 -0.007 0.007
H -3.5622 2.2229 -1.7944 -0.011 -0.014 0.001
H 1.3273 -3.2840 -0.7865 0.009 0.012 -0.001
H -1.4415 -1.5541 5.7206 0.003 0.004 0.000
H 1.3324 -4.7773 0.1592 0.000 -0.003 0.001
H -2.7490 -0.9130 -1.4772 0.010 -0.005 -0.002
H 6.4825 -2.7968 0.3688 0.002 0.002 0.000
H 4.5708 0.3278 2.5848 0.003 0.002 0.005
H 6.4736 -1.2206 2.2679 0.000 -0.002 0.001
H -2.4787 -2.0173 4.3763 0.020 -0.001 0.011
H -0.5727 1.2337 5.1185 -0.002 0.002 0.001
H -4.4077 -0.3572 -1.1721 -0.005 0.003 0.003
H 1.9846 -0.1344 3.7363 0.010 0.010 -0.020
H 0.0130 2.7196 -3.4935 0.016 -0.001 -0.003
H -0.6198 1.7720 3.4406 -0.020 -0.030 0.021
H -1.0327 2.2690 -4.8558 -0.006 -0.003 0.002
H 1.5349 -1.2798 4.9946 0.004 0.007 0.003
H -3.8829 -2.8228 2.0426 0.009 -0.001 0.006
H -1.0036 -2.9282 4.7133 0.011 -0.012 -0.005
H 1.7683 -1.8450 3.3431 -0.011 -0.005 0.000
H -3.5527 2.9968 -4.7545 -0.006 0.003 0.002
H 0.5304 5.1448 3.3379 -0.002 -0.002 0.002
H -1.8130 -4.1507 2.8469 -0.010 0.000 -0.018
H 3.6146 2.2365 -4.9249 0.002 0.000 0.001
```
Positions in Å, forces in eV/Å.

Values from the calculation:
2S+1: 5
Charge: +2
M: 849.9 g mol⁻¹
Energy: -7229.32481 Ha
Expectation value of S²: 6.170


Entry 2:
Here is a cluster of 3 separate species, C33H48BF15N7O8 in total from the OMol25 dataset. Energies are from the ωB97M-V functional and the def2-TZVPD basis.

XYZ file:
```
112
Properties=species:S:1:pos:R:3:forces:R:3
F 2.9816 3.9036 1.0050 3.260 -1.644 0.617
F 0.3073 -6.4884 4.4334 2.735 1.772 -1.125
F 2.0296 1.6257 -0.4384 2.804 -1.509 1.429
F 2.6440 1.0677 1.6914 0.891 -0.234 -3.100
F 5.2466 4.2265 0.7452 -2.723 -2.223 1.110
F 2.8193 -4.5987 2.4488 -3.021 -0.426 1.542
F 2.4347 -6.9540 3.7383 -2.211 2.862 0.361
F 2.3482 -6.5458 6.4006 -0.387 2.726 -1.997
F 4.4571 -0.4636 -1.0529 -2.009 -0.386 2.368
F 1.2491 -3.4224 3.6221 0.366 -3.344 -1.022
F 4.5305 3.0481 2.5594 -1.281 0.804 -3.649
F 3.6916 -1.2014 1.0981 -0.355 1.455 -2.964
F 1.1739 -4.5833 6.2551 2.010 -1.757 -1.642
F 4.7859 2.3862 -1.0084 -0.809 -1.685 3.178
F 5.5364 1.2593 0.9543 -2.912 1.371 -2.169
O 4.5094 -5.2099 4.9232 -4.331 2.446 2.488
O 0.1018 6.0740 3.5105 0.397 -0.163 -0.023
O 2.0094 6.0107 7.5863 -0.158 -0.465 0.256
O 2.8662 -6.4734 -0.2765 -2.600 2.022 -1.017
O -3.1987 -0.6653 -7.0714 0.044 0.221 -0.178
O 3.6642 -3.2632 5.9351 -0.588 -3.080 0.052
O -0.7292 -5.2686 2.0034 6.039 1.290 -0.177
O -7.3355 0.9901 -7.6820 -0.104 0.317 0.424
N -2.6035 1.1399 -2.5941 3.728 -2.544 2.631
N 3.6698 -3.2899 -0.9521 -0.321 -0.113 -1.441
N 1.3743 -3.5880 -1.6216 -0.052 0.329 2.651
N -4.7176 2.1070 -6.6760 0.065 -0.161 -0.179
N 0.3007 -2.5050 0.4635 -0.381 -1.757 -2.128
N 0.9375 -4.8212 0.4223 1.075 2.259 0.105
N 1.2837 3.9167 5.5364 0.088 0.135 -0.111
C 0.8271 5.7814 8.3388 0.130 0.335 -0.132
C 0.3149 -7.1340 -0.7850 -0.306 0.585 0.951
C -3.2849 1.8041 -6.7314 -0.269 -0.158 0.071
C 1.5707 -5.8853 4.1561 0.100 -2.359 1.820
C 3.0903 1.0268 0.3126 -0.773 0.820 1.530
C 2.1180 -1.1821 -0.9054 0.394 0.457 -0.399
C -1.2004 -2.5226 0.4566 -2.579 -2.564 -0.764
C -2.0088 -3.4709 -0.2155 1.058 1.913 1.500
C -7.8201 0.7597 -6.3674 0.018 -0.238 -0.314
C 4.4425 1.9391 0.3090 1.023 1.166 -0.094
C -2.3116 1.4214 -1.2203 1.434 -1.406 0.349
C 0.9826 3.8186 4.1055 -0.104 0.182 0.223
C 3.5476 -4.6008 5.4662 3.940 -0.911 -1.531
C -5.3354 2.3600 -7.9793 -0.218 -0.056 0.422
C 2.5018 -2.5994 -1.5795 1.353 0.525 -1.711
C 2.1495 -5.3807 5.5967 -0.800 0.070 1.518
C 2.7566 4.8247 7.3091 0.276 0.228 -0.431
C -0.6681 -0.7154 -2.4766 -2.018 2.935 2.677
C -6.8616 2.3214 -7.8975 0.323 -0.095 -0.453
C -4.5435 -1.0402 -7.3293 0.161 -0.274 0.201
C -2.8263 0.6105 -7.5869 0.318 0.122 0.248
C 0.8686 -3.6526 -0.2387 -0.952 -0.207 1.077
C 0.3425 6.8692 4.6612 -0.327 0.109 -0.176
C 3.3626 -0.5130 -0.0984 -0.285 -0.509 -0.438
C 2.6257 4.4174 5.8412 -0.367 -0.058 0.298
C 1.0970 5.0908 3.2473 -0.345 -0.195 -0.198
C 1.5155 -4.7126 3.0632 1.694 1.670 -1.470
C -1.2736 0.7188 -0.3003 0.140 -1.563 -4.218
C -0.3988 -0.4191 -0.9658 -2.437 1.968 -1.748
C 0.7413 -1.1794 -0.0809 -0.110 2.662 -0.290
C 0.4859 -4.9595 1.8573 -5.580 -0.607 0.390
C -1.7936 0.1083 -3.1657 1.046 -0.403 1.573
C 4.2495 3.3093 1.1797 1.182 1.407 0.912
B 1.4760 -6.1160 -0.2107 0.580 -2.654 -1.712
H 3.0911 -6.3961 -1.2439 0.008 -0.723 1.227
H -2.9697 1.6145 -5.6995 0.054 0.044 -0.074
H -7.2423 3.0197 -7.1442 0.077 -0.158 0.083
H -2.9213 2.2746 -0.7329 1.046 -1.596 -1.060
H 1.4046 7.0817 4.8064 -0.019 -0.108 0.056
H 0.3152 -8.0934 -0.1328 0.193 1.371 -1.255
H -1.9967 -0.1471 -4.2762 0.242 0.580 2.033
H 2.0978 5.5348 3.2734 0.002 0.047 0.190
H -1.1168 1.0174 0.7961 -0.328 -0.439 -1.928
H -1.7336 -1.7284 1.0904 1.385 -1.095 -1.244
H 0.9374 4.7876 2.2073 -0.071 0.049 0.083
H 1.6180 3.0384 3.6706 0.090 0.087 -0.032
H 0.8830 -0.4861 0.8401 -0.273 -1.304 -1.419
H 0.4722 6.7454 8.7071 0.110 -0.035 -0.051
H -3.1145 0.7033 -8.6391 -0.194 -0.035 0.047
H -5.0289 1.6134 -8.7181 -0.087 0.059 -0.206
H -5.1899 -0.6685 -6.5352 -0.266 0.064 -0.127
H 4.5000 -2.9302 -1.4738 -0.634 -0.230 0.990
H -6.9971 0.6475 -5.6576 -0.028 0.115 0.205
H 3.8052 5.0728 7.4980 -0.028 -0.041 0.000
H -3.1378 -3.2585 -0.2537 1.985 -0.500 0.345
H 2.4862 4.0027 7.9808 -0.159 0.077 -0.074
H -1.7309 0.6175 -7.5808 -0.063 -0.042 0.039
H -5.0162 3.3455 -8.3385 -0.030 -0.076 0.024
H 4.4511 -3.2604 6.5299 -0.400 0.129 -0.785
H 3.6026 -4.2753 -1.2893 0.123 1.005 0.554
H 2.7929 -2.3949 -2.6844 -0.972 -0.162 1.690
H 3.3574 3.6322 5.6158 -0.042 0.056 0.014
H -1.6613 -4.4531 -0.6802 -0.310 1.733 0.465
H -7.2594 2.6343 -8.8672 0.014 0.018 0.048
H -0.0802 6.3848 5.5406 0.166 0.075 0.235
H -0.0497 3.4596 4.0317 0.061 0.042 -0.093
H 1.0146 5.1300 9.1958 -0.017 -0.051 -0.030
H -0.0732 -1.4898 -3.0625 -0.992 1.283 0.794
H 2.8714 5.2947 5.2355 0.211 0.054 0.039
H 0.0381 5.3566 7.7140 -0.117 -0.166 0.100
H 0.5116 -7.3847 -1.8825 -0.319 0.133 1.546
H 0.6454 -3.3428 -2.3084 0.182 0.084 0.767
H -4.8915 -0.6975 -8.3068 -0.016 0.094 0.091
H -8.4890 1.5585 -6.0384 0.049 0.029 0.034
H 1.9499 -0.4611 -1.7988 0.309 -1.141 1.659
H 0.5946 4.5248 5.9638 0.146 -0.086 -0.033
H -4.6037 -2.1315 -7.3068 0.137 0.090 -0.039
H -8.3780 -0.1784 -6.3756 0.033 0.070 -0.097
H -0.7412 -6.6772 -0.6408 1.711 -0.786 -0.484
H -0.1834 7.8191 4.5351 0.051 -0.116 -0.121
H -5.1884 1.3291 -6.2280 0.024 0.159 -0.080
H -2.7532 2.7035 -7.0608 -0.002 -0.075 -0.096
```
Positions in Å, forces in eV/Å.

Values from the calculation:
2S+1: 1
Charge: +1
M: 966.6 g mol⁻¹
Energy: -3793.63615 Ha